No. 1
ORCA calculation (ωB97M-V/def2-TZVPD) on C30H47GeN4O7P2V as an isolated structure at a distorted geometry.

Calculated values
2S+1   3
Electronic energy   -5620.95283 Ha
Expectation value of S²   2.0207
Kohn-Sham gap (spin up / spin down)   6.4 / 6.6 eV

Last column: Löwdin charge in e.
Element x y z (Å)
V 0.04 0.02 1.38  0.83
C -3.20 -1.14 -1.30  -0.18
C -2.89 0.31 -0.94  -0.19
C -2.79 0.72 0.53  -0.21
N -1.96 -0.10 1.37  -0.08
C -2.49 -0.88 2.31  -0.22
C -3.86 -1.20 2.33  -0.02
C -4.65 -1.79 3.30  -0.08
C -4.34 -2.20 4.59  -0.11
C -3.07 -2.16 5.15  -0.08
C -1.85 -1.85 4.59  -0.01
C -1.50 -1.43 3.28  -0.20
N -0.25 -1.35 2.86  -0.03
C 0.83 -1.59 3.82  -0.20
C 2.27 -1.59 3.26  -0.14
C 2.67 -0.43 2.34  -0.20
N 1.91 -0.60 1.10  -0.10
C 2.29 -1.54 0.22  -0.25
C 3.61 -1.97 0.09  -0.03
C 4.18 -3.01 -0.67  -0.09
C 3.61 -3.89 -1.54  -0.11
C 2.24 -3.94 -1.88  -0.08
C 1.18 -3.21 -1.42  -0.02
C 1.10 -2.17 -0.43  -0.21
N -0.03 -1.76 0.08  -0.01
C -1.25 -2.49 -0.26  -0.20
C -1.98 -2.05 -1.53  -0.17
H -3.77 -1.14 -2.24  0.11
H -3.86 -1.60 -0.56  0.10
H -3.67 0.95 -1.36  0.11
H -1.98 0.59 -1.45  0.04
H -3.79 0.81 0.96  0.12
H -2.38 1.73 0.57  0.08
H -4.40 -0.91 1.44  0.09
H -5.69 -1.91 3.02  0.11
H -5.15 -2.57 5.21  0.09
H -3.02 -2.46 6.19  0.10
H -1.02 -1.94 5.27  0.09
H 0.68 -2.56 4.31  0.12
H 0.77 -0.82 4.60  0.13
H 2.45 -2.52 2.72  0.11
H 2.93 -1.61 4.14  0.11
H 3.75 -0.43 2.17  0.10
H 2.43 0.53 2.80  0.10
H 4.32 -1.43 0.68  0.10
H 5.25 -3.10 -0.54  0.11
H 4.26 -4.60 -2.03  0.09
H 1.98 -4.69 -2.63  0.11
H 0.23 -3.48 -1.86  0.09
H -1.93 -2.41 0.58  0.10
H -1.00 -3.56 -0.33  0.11
H -2.32 -2.94 -2.06  0.11
H -1.28 -1.54 -2.19  0.10
O -0.02 2.61 4.75  -0.09
P -0.54 2.56 3.24  0.22
O -2.00 2.56 3.12  -0.23
O 0.27 1.42 2.65  -0.35
O 0.13 3.87 2.58  -0.21
P 0.20 4.00 1.01  0.21
O 0.60 5.52 0.84  -0.07
O 1.36 3.09 0.49  -0.32
O -1.08 3.69 0.34  -0.26
H -0.65 3.08 5.31  0.08
H 1.24 5.84 1.48  0.09
C -1.95 2.47 -3.18  -0.13
C -1.32 3.65 -3.86  -0.27
C 0.19 3.72 -3.70  -0.27
C 0.67 3.83 -2.25  -0.24
Ge 0.74 2.24 -1.06  1.03
C 2.19 1.16 -1.76  -0.29
C 1.65 0.22 -2.86  -0.28
C 2.69 -0.73 -3.41  -0.26
C 3.74 -0.04 -4.27  -0.10
H -2.98 2.32 -3.53  0.08
H -2.00 2.62 -2.10  0.05
H -1.40 1.55 -3.39  0.08
H -1.76 4.57 -3.48  0.12
H -1.54 3.62 -4.93  0.11
H 0.54 4.59 -4.25  0.11
H 0.65 2.86 -4.18  0.09
H 0.12 4.63 -1.75  0.06
H 1.74 4.10 -2.24  0.08
H -0.13 0.60 -0.25  0.04
H 2.69 0.60 -0.98  0.05
H 2.89 1.88 -2.19  0.07
H 1.28 0.82 -3.70  0.09
H 0.78 -0.33 -2.47  0.08
H 2.20 -1.51 -3.99  0.11
H 3.18 -1.23 -2.58  0.08
H 3.27 0.49 -5.11  0.07
H 4.46 -0.75 -4.68  0.07
H 4.30 0.70 -3.69  0.07

No. 2
ORCA calculation (ωB97M-V/def2-TZVPD) on C30H47N12P2SiSn as an isolated structure.

Calculated values
Net charge   +1
2S+1   1
Electronic energy   -3014.71801 Ha
Kohn-Sham gap   8.4 eV

Last column: Löwdin charge in e.
Element x y z (Å)
Sn -0.51 0.72 0.03  1.15
C -1.72 0.43 3.80  -0.21
P -0.50 1.14 2.66  0.82
C 1.05 0.30 3.21  -0.24
C -0.15 2.81 3.31  -0.38
C 0.89 3.62 2.53  -0.41
P 0.41 3.92 0.77  0.83
C 1.84 4.94 0.25  -0.28
C -0.89 5.19 0.97  -0.27
H -1.30 0.45 4.81  0.06
H -1.93 -0.60 3.53  0.04
H -2.64 1.00 3.77  0.05
H 1.30 0.57 4.24  0.06
H 1.89 0.59 2.57  0.02
H 0.95 -0.78 3.16  0.04
H 0.21 2.63 4.33  0.09
H -1.10 3.34 3.38  0.08
H 1.85 3.10 2.52  0.08
H 1.05 4.57 3.04  0.09
H 1.98 5.80 0.91  0.05
H 1.68 5.30 -0.77  0.04
H 2.75 4.33 0.25  0.04
H -0.55 6.02 1.59  0.05
H -1.79 4.76 1.42  0.01
H -1.17 5.58 -0.01  0.05
N -3.37 2.22 -1.73  0.17
C -2.39 1.57 -2.45  -0.44
N -2.40 1.46 -3.75  0.07
N -1.27 0.76 -4.04  -0.04
N -0.63 0.47 -2.98  -0.04
N -1.32 0.96 -1.92  -0.10
C -3.26 2.42 -0.38  -0.46
N -4.21 2.86 0.42  0.07
N -3.68 2.78 1.66  -0.01
N -2.48 2.32 1.59  -0.17
N -2.16 2.11 0.31  -0.15
H -4.11 2.66 -2.24  0.16
C 1.53 1.02 -0.54  -0.35
Si 2.37 -0.62 -0.88  0.63
C 1.27 -1.79 0.13  -0.22
N -0.21 -1.59 0.03  -0.25
C -0.84 -2.16 1.26  -0.23
C -0.51 -3.64 1.48  -0.15
C -0.60 -4.45 0.17  -0.17
C -1.39 -3.66 -0.87  -0.16
C -0.74 -2.33 -1.20  -0.15
C 4.06 -0.67 -0.09  -0.24
C 5.19 -0.69 -0.91  -0.08
C 6.47 -0.66 -0.36  -0.07
C 6.64 -0.62 1.01  -0.07
C 5.52 -0.61 1.84  -0.08
C 4.25 -0.63 1.29  -0.10
C 2.49 -1.15 -2.65  -0.28
C 2.65 -2.50 -2.95  -0.11
C 2.80 -2.93 -4.26  -0.07
C 2.80 -2.01 -5.29  -0.07
C 2.66 -0.66 -5.02  -0.07
C 2.51 -0.23 -3.71  -0.10
H 1.46 1.72 -1.38  0.01
H 2.02 1.52 0.29  -0.01
H 1.56 -1.65 1.18  0.07
H 1.50 -2.84 -0.10  0.09
H -1.92 -2.02 1.17  0.07
H -0.50 -1.57 2.11  0.06
H -1.21 -4.02 2.21  0.12
H 0.48 -3.74 1.92  0.11
H -1.07 -5.42 0.35  0.12
H 0.40 -4.66 -0.22  0.11
H -2.41 -3.50 -0.51  0.10
H -1.48 -4.22 -1.80  0.13
H -1.45 -1.69 -1.71  0.09
H 0.11 -2.46 -1.87  0.11
H 5.08 -0.73 -1.99  0.10
H 7.34 -0.68 -1.01  0.11
H 7.63 -0.61 1.44  0.11
H 5.65 -0.58 2.92  0.11
H 3.40 -0.62 1.97  0.07
H 2.67 -3.24 -2.16  0.10
H 2.92 -3.99 -4.48  0.11
H 2.91 -2.34 -6.32  0.11
H 2.65 0.07 -5.82  0.11
H 2.37 0.83 -3.51  0.10
C -5.68 -2.54 -0.21  -0.02
N -5.29 -1.13 -0.10  -0.18
C -6.31 -0.10 -0.32  -0.01
C -4.06 -0.79 0.15  -0.21
N -2.96 -0.49 0.37  0.17
H -6.52 -2.73 0.45  0.10
H -4.85 -3.17 0.09  0.08
H -5.96 -2.78 -1.24  0.10
H -7.16 -0.29 0.34  0.10
H -6.64 -0.12 -1.36  0.10
H -5.89 0.87 -0.08  0.07

No. 3
ORCA calculation (ωB97M-V/def2-TZVPD) on C30H47N4O2Si4TeV as an isolated structure at a distorted geometry.

Calculated values
Net charge   +1
2S+1   4
Electronic energy   -3910.63452 Ha
Expectation value of S²   3.7990
Kohn-Sham gap (spin up / spin down)   5.0 / 5.3 eV

Last column: Löwdin charge in e.
Element x y z (Å)
V -0.30 -1.24 0.20  0.39
O 3.08 -1.40 6.03  0.10
N 3.73 -1.77 5.08  -0.33
O 4.92 -2.01 5.13  0.10
C 3.06 -1.92 3.79  -0.05
C 3.88 -2.09 2.71  0.09
C 3.36 -2.22 1.40  -0.12
C 4.14 -2.54 0.28  0.03
C 3.52 -2.67 -0.95  -0.02
C 2.17 -2.43 -1.07  -0.13
N 1.38 -2.11 -0.02  -0.08
C 1.98 -2.03 1.21  -0.16
C 1.12 -1.88 2.33  -0.15
N -0.22 -1.82 2.04  -0.04
C -1.09 -1.87 3.06  -0.09
C -0.68 -1.95 4.37  -0.02
C 0.67 -1.94 4.68  0.03
C 1.62 -1.89 3.65  -0.05
H 4.94 -2.14 2.87  0.14
H 5.20 -2.71 0.40  0.13
H 4.09 -2.92 -1.83  0.12
H 1.69 -2.46 -2.04  0.09
H -2.14 -1.83 2.80  0.12
H -1.41 -2.00 5.16  0.12
H 0.99 -1.98 5.71  0.11
C 3.65 2.85 -1.45  -0.22
Si 2.05 3.60 -2.14  0.34
C 1.95 3.23 -3.99  -0.22
C 2.09 5.46 -1.87  -0.21
Si 0.18 2.68 -1.03  0.10
Te 0.02 0.28 -1.86  0.59
Si -1.88 3.55 -1.79  0.34
C -3.27 2.79 -0.76  -0.22
C -1.92 5.43 -1.62  -0.21
C -2.17 3.07 -3.59  -0.22
Si 0.51 2.67 1.32  0.36
C 2.10 1.75 1.79  -0.19
C -0.89 1.76 2.22  -0.20
C 0.57 4.47 1.87  -0.21
H 4.50 3.08 -2.11  0.03
H 3.58 1.77 -1.36  0.02
H 3.88 3.26 -0.47  0.02
H 2.86 3.57 -4.50  0.03
H 1.10 3.73 -4.45  0.02
H 1.84 2.16 -4.18  0.01
H 2.95 5.91 -2.37  0.03
H 2.17 5.71 -0.80  0.02
H 1.20 5.95 -2.25  0.01
H -3.26 3.15 0.27  0.02
H -3.17 1.70 -0.73  0.00
H -4.25 3.02 -1.18  0.03
H -1.75 5.75 -0.59  0.02
H -2.89 5.83 -1.93  0.03
H -1.16 5.90 -2.25  0.01
H -2.13 1.99 -3.71  0.00
H -1.42 3.51 -4.25  0.02
H -3.15 3.42 -3.93  0.03
H 2.07 0.71 1.45  0.00
H 2.25 1.74 2.88  0.04
H 2.99 2.20 1.34  0.01
H -0.80 0.68 2.04  -0.02
H -1.87 2.09 1.89  0.02
H -0.83 1.90 3.30  0.04
H 1.43 4.98 1.42  0.02
H 0.66 4.57 2.95  0.03
H -0.33 4.99 1.55  0.02
C -0.93 -5.02 0.17  0.01
N -1.37 -5.15 -1.24  -0.17
C -2.65 -5.91 -1.30  0.00
C -1.46 -3.81 -1.97  -0.07
C -2.48 -2.87 -1.38  -0.27
C -3.80 -2.97 -1.82  -0.06
C -4.78 -2.16 -1.29  -0.07
C -4.43 -1.20 -0.34  -0.07
C -3.10 -1.05 0.02  -0.15
C -2.07 -1.87 -0.47  -0.28
H -0.86 -6.00 0.63  0.11
H -1.65 -4.41 0.71  0.10
H 0.04 -4.52 0.20  0.09
H -0.67 -5.70 -1.73  0.18
H -3.41 -5.36 -0.74  0.11
H -2.52 -6.90 -0.87  0.11
H -2.97 -6.00 -2.34  0.11
H -1.71 -4.06 -3.00  0.14
H -0.47 -3.36 -1.92  0.10
H -4.06 -3.69 -2.59  0.11
H -5.81 -2.25 -1.62  0.11
H -5.18 -0.55 0.07  0.11
H -2.86 -0.24 0.71  0.09

No. 4
ORCA calculation (ωB97M-V/def2-TZVPD) on C30H47N4OPtSSi2 as an isolated structure at a distorted geometry.

Calculated values
Net charge   +1
2S+1   1
Electronic energy   -2562.04831 Ha
Kohn-Sham gap   7.0 eV

Last column: Löwdin charge in e.
Element x y z (Å)
Pt -1.36 0.57 -1.07  0.86
N -0.68 -2.71 3.45  0.26
C -0.95 -2.32 2.01  -0.28
C -2.43 -2.43 1.71  -0.09
C -2.74 -1.94 0.29  -0.30
N -2.68 -0.45 0.23  -0.06
C -1.83 -2.63 -0.73  -0.12
C -0.33 -2.67 -0.36  -0.35
N 0.30 -1.37 -0.50  0.04
C -0.13 -3.20 1.06  -0.09
H -0.76 -1.88 4.06  0.11
H 0.25 -3.10 3.56  0.17
H -1.36 -3.39 3.77  0.17
H -0.63 -1.27 1.92  0.11
H -3.02 -1.86 2.43  0.13
H -2.73 -3.48 1.78  0.14
H -3.76 -2.23 0.05  0.15
H -2.15 -0.01 1.01  0.02
H -3.60 -0.03 0.19  0.11
H -1.93 -2.11 -1.68  0.05
H -2.18 -3.66 -0.87  0.13
H 0.13 -3.38 -1.05  0.15
H 1.14 -1.39 -1.07  0.10
H 0.55 -0.94 0.38  0.02
H 0.93 -3.16 1.32  0.13
H -0.47 -4.24 1.13  0.13
C 0.31 -0.62 -7.67  -0.18
Si -0.79 -0.73 -6.17  0.51
C -0.54 -2.40 -5.35  -0.17
C -2.57 -0.46 -6.62  -0.18
C -0.14 0.52 -4.89  -0.23
C 1.08 1.16 -5.05  -0.06
C 1.65 1.91 -4.02  -0.05
C 1.00 1.97 -2.81  -0.12
N -0.18 1.37 -2.63  -0.14
C -0.75 0.70 -3.64  -0.73
S -2.29 0.11 -3.12  0.63
H -0.07 -1.29 -8.45  0.04
H 1.34 -0.92 -7.45  0.04
H 0.33 0.39 -8.09  0.04
H -0.79 -3.22 -6.03  0.04
H -1.18 -2.49 -4.47  0.01
H 0.49 -2.53 -5.03  0.03
H -2.83 -1.05 -7.50  0.04
H -2.77 0.59 -6.85  0.04
H -3.24 -0.75 -5.81  0.01
H 1.62 1.07 -5.99  0.10
H 2.59 2.43 -4.16  0.11
H 1.40 2.52 -1.97  0.09
C -0.89 3.78 2.89  -0.09
C 0.47 3.32 2.35  -0.60
C 0.79 4.13 1.08  -0.09
C 1.55 3.58 3.40  -0.08
Si 0.36 1.46 1.98  0.47
O -0.81 0.99 0.98  -0.49
C 2.03 0.80 1.39  -0.22
C 2.61 1.36 0.25  -0.10
C 3.85 0.96 -0.22  -0.07
C 4.56 -0.04 0.44  -0.08
C 3.98 -0.66 1.54  -0.08
C 2.74 -0.25 2.00  -0.11
C -0.05 0.68 3.68  -0.22
C -1.40 0.47 4.00  -0.13
C -1.79 -0.10 5.21  -0.10
C -0.82 -0.43 6.16  -0.10
C 0.52 -0.19 5.89  -0.07
C 0.89 0.36 4.66  -0.10
H -0.85 4.85 3.15  0.09
H -1.18 3.24 3.79  0.07
H -1.68 3.64 2.15  0.09
H 0.67 5.20 1.29  0.09
H 0.12 3.87 0.25  0.08
H 1.82 3.98 0.76  0.07
H 1.67 4.66 3.56  0.09
H 2.52 3.19 3.09  0.08
H 1.29 3.14 4.37  0.07
H 2.07 2.14 -0.28  0.06
H 4.28 1.44 -1.10  0.11
H 5.54 -0.33 0.09  0.11
H 4.51 -1.46 2.05  0.10
H 2.31 -0.76 2.86  0.08
H -2.17 0.80 3.31  0.11
H -2.84 -0.16 5.48  0.11
H -1.12 -0.85 7.11  0.11
H 1.27 -0.40 6.64  0.11
H 1.94 0.59 4.49  0.10

No. 5
ORCA calculation (ωB97M-V/def2-TZVPD) on C30H48P2Y as an isolated structure at a distorted geometry.

Calculated values
Net charge   +1
2S+1   1
Electronic energy   -1892.29325 Ha
Kohn-Sham gap (spin up / spin down)   3.6 / 3.6 eV

Last column: Löwdin charge in e.
Element x y z (Å)
Y -0.30 2.64 -0.42  1.30
C -1.96 -1.92 2.66  -0.25
C -2.82 -1.50 1.61  -0.25
C -1.81 -3.47 0.96  -0.24
C -1.28 -3.10 2.23  -0.24
C -2.74 -2.47 0.57  -0.22
C -1.72 -1.26 3.96  -0.07
H -2.09 -0.23 3.95  0.07
H -0.65 -1.25 4.21  0.06
H -2.22 -1.79 4.79  0.09
C -0.18 -3.76 2.94  -0.05
H -0.21 -3.53 4.01  0.08
H 0.80 -3.41 2.56  0.05
H -0.21 -4.86 2.80  0.08
C -1.45 -4.64 0.15  -0.06
H -0.92 -5.38 0.76  0.07
H -0.79 -4.36 -0.69  0.06
H -2.34 -5.11 -0.28  0.08
C -3.42 -2.39 -0.73  -0.09
H -4.19 -3.18 -0.84  0.10
H -2.70 -2.49 -1.57  -0.03
H -3.93 -1.43 -0.86  0.07
C -3.66 -0.29 1.60  -0.07
H -4.70 -0.51 1.88  0.09
H -3.67 0.15 0.59  0.06
H -3.28 0.47 2.29  0.06
C 1.41 4.20 -0.12  -0.26
C 0.46 4.22 0.89  -0.36
C -0.82 5.07 0.80  -0.18
C -1.52 5.27 -0.62  -0.19
C -1.61 4.06 -1.59  -0.29
C -0.68 3.47 -2.44  -0.33
C 0.74 3.98 -2.67  -0.18
C 1.30 4.87 -1.49  -0.18
H -0.55 6.10 1.13  0.13
H -1.08 6.17 -1.10  0.11
H -1.59 4.70 1.50  0.11
H 0.76 5.83 -1.47  0.11
H 2.38 3.70 0.04  0.10
H 0.62 3.67 1.84  0.10
H 2.35 5.10 -1.77  0.12
H 1.41 3.12 -2.83  0.11
H -1.02 2.60 -3.01  0.09
H 0.79 4.54 -3.64  0.13
H -2.59 5.50 -0.41  0.12
H -2.63 3.64 -1.70  0.10
P 1.86 -0.13 1.41  1.09
P -1.08 -1.26 -2.73  1.02
C 1.85 0.70 -0.34  -0.44
C 0.77 0.27 -1.27  -0.34
H 2.86 0.49 -0.74  0.09
H 1.86 1.78 -0.03  0.00
H 1.13 0.28 -2.30  0.01
H 0.43 -0.77 -1.04  -0.06
C 0.02 -1.87 -4.02  -0.34
H -0.53 -2.79 -4.32  0.06
H 0.99 -2.17 -3.59  0.04
H 0.14 -1.17 -4.85  0.05
C -2.11 -0.17 -3.76  -0.33
H -1.60 0.16 -4.69  0.05
H -2.45 0.69 -3.14  0.03
H -3.00 -0.80 -3.99  0.06
C 3.07 1.01 2.18  -0.17
H 2.72 1.27 3.18  0.07
H 3.14 1.94 1.60  0.06
H 4.02 0.48 2.21  0.04
C 0.29 0.56 2.12  -0.16
H -0.57 0.06 1.64  0.04
H 0.15 1.68 1.96  0.04
H 0.21 0.38 3.22  0.06
C 4.28 -3.75 -0.41  -0.05
C 2.92 -3.90 -0.08  -0.05
C 2.17 -2.85 0.48  -0.08
C 2.79 -1.62 0.81  -0.28
C 4.16 -1.48 0.46  -0.10
C 4.87 -2.50 -0.18  -0.06
H 4.86 -4.58 -0.83  0.12
H 2.41 -4.86 -0.27  0.12
H 1.09 -2.98 0.66  0.09
H 4.68 -0.54 0.68  0.10
H 5.90 -2.30 -0.51  0.12

Summary of ΔE to the lowest compared entry with this formula, charge and spin in kcal/mol
35.8, 33.2, 34.3, 18.9, 4.5
(order as listed above)